Here is one molecule with the formula CN2OS from the OMol25 dataset. Energies are from ωB97M-V/def2-TZVPD.

## Properties
HOMO-LUMO gap (spin up / spin down): 0.2891 / 0.2860 Eh
lowest unoccupied orbital energy (spin up / spin down): -2.58 / -2.64 eV
E_HOMO (spin up / spin down): -10.447 / -10.426 eV
SMILES: N#C[N+]([O-])=S

```
! RIJCOSX wB97M-V def2-TZVPD def2/J DEFGRID3
* xyz 0 1
N -1.469 1.024 -0.047
C -0.505 0.382 0.028
N 0.665 -0.369 0.051
O 0.603 -1.570 -0.037
S 2.031 0.619 0.005
*
```

=====

Here is a 2-piece molecular cluster, C2HN2OS overall from the OMol25 dataset. Energies are from ωB97M-V/def2-TZVPD.

## Properties
HOMO-LUMO gap: 0.2053 Eh
lowest unoccupied orbital energy: 3.69 eV
E_HOMO: -1.895 eV

```
! RIJCOSX wB97M-V def2-TZVPD def2/J DEFGRID3
* xyz -1 1
C -1.116 0.231 0.067
C -0.621 1.031 1.020
N 2.009 -0.788 -1.148
N 2.335 -1.801 -1.497
O -1.609 0.184 -1.050
S -0.090 2.041 2.089
H -0.907 -0.899 0.519
*
```

=====

Energy relative to the best compared isomer or geometry (same formula, charge and spin) per entry: 3.007, 1.991 eV